Entry 1:
ORCA calculation (ωB97M-V/def2-TZVPD) on one molecule with the formula C6H9N in a non-equilibrium geometry.

Last columns: bonded neighbours and bond lengths (Å).
Cartesian coordinates (Å):
1 C 2.25 -0.03 -0.22  C2 1.240, H7 1.119, H8 1.157
2 C 1.03 0.01 0.01  C1 1.240, C3 1.563, C6 1.571
3 C 0.13 1.26 0.28  C2 1.563, C4 1.495, H9 1.163, H10 1.149
4 C -1.13 0.70 -0.30  C3 1.495, C5 1.537, H11 1.081, N16 1.415
5 C -1.24 -0.64 0.46  C4 1.537, C6 1.482, H13 1.201, N16 1.480
6 C 0.05 -1.21 0.00  C2 1.571, C5 1.482, H14 1.081, H15 1.252
7 H 2.84 -0.91 -0.57  C1 1.119
8 H 2.72 0.80 0.44  C1 1.157
9 H 0.21 2.31 -0.21  C3 1.163
10 H 0.20 1.72 1.33  C3 1.149
11 H -0.74 0.59 -1.30  C4 1.081
12 H -2.90 -0.19 -0.91  N16 0.964
13 H -1.30 -0.82 1.64  C5 1.201
14 H -0.21 -1.40 -1.03  C6 1.081
15 H 0.49 -2.26 0.52  C6 1.252
16 N -2.40 0.08 -0.14  C4 1.415, C5 1.480, H12 0.964

Output
Charge = 0
Maximum force = 7.49 eV Å⁻¹
Energy relative to the best compared isomer or geometry (same formula, charge and spin) = 711.2 kJ/mol

---

Entry 2:
ORCA calculation (ωB97M-V/def2-TZVPD) on a 8-piece molecular cluster, C21H31FN10O16S overall in a non-equilibrium geometry.

Last columns: bonded neighbours and bond lengths (Å).
Cartesian coordinates (Å):
1 N 3.80 -4.97 0.67  C2 1.495, H22 1.041, H23 1.032
2 C 2.85 -3.82 0.79  N1 1.495, C3 1.557, C7 1.552
3 C 3.25 -2.35 0.47  C2 1.557, C4 1.587, H24 1.146
4 C 2.14 -1.23 0.64  C3 1.587, C5 1.575, H25 1.153
5 C 0.70 -1.57 1.16  C4 1.575, C6 1.552, S21 1.865
6 C 0.30 -3.03 1.49  C5 1.552, C7 1.573, N8 1.480
7 C 1.41 -4.12 1.29  C2 1.552, C6 1.573, H26 1.150
8 N -1.00 -3.50 2.03  C6 1.480, C9 1.476, H27 1.034
9 C -2.15 -2.71 1.55  N8 1.476, C10 1.551, C14 1.581
10 C -2.18 -1.19 1.22  C9 1.551, C11 1.578, S21 1.871
11 C -3.52 -0.50 0.76  C10 1.578, C12 1.567, H28 1.155
12 C -4.87 -1.30 0.64  C11 1.567, C13 1.581, H29 1.143
13 C -4.85 -2.85 0.95  C12 1.581, C14 1.550, H30 1.149
14 C -3.51 -3.50 1.40  C9 1.581, C13 1.550, C15 1.619
15 C -3.50 -5.08 1.74  C14 1.619, O16 1.256, N17 1.511
16 O -3.10 -5.53 2.84  C15 1.256
17 N -3.95 -5.97 0.61  C15 1.511, C18 1.493, H31 1.033
18 C -3.10 -5.69 -0.58  N17 1.493, O19 1.245, F20 1.429
19 O -1.95 -6.14 -0.71  C18 1.245
20 F -3.64 -4.83 -1.59  C18 1.429
21 S -0.58 -0.23 1.40  C5 1.865, C10 1.871
22 H 4.66 -4.65 0.17  N1 1.041
23 H 4.05 -5.32 1.61  N1 1.032
24 H 4.31 -2.09 0.12  C3 1.146
25 H 2.36 -0.12 0.40  C4 1.153
26 H 1.15 -5.22 1.54  C7 1.150
27 H -0.91 -3.43 3.05  N8 1.034
28 H -3.58 0.62 0.52  C11 1.155
29 H -5.85 -0.81 0.34  C12 1.143
30 H -5.80 -3.49 0.90  C13 1.149
31 H -4.90 -5.67 0.31  N17 1.033
32 C -1.19 2.32 -2.24  N33 1.486, H36 1.089, H37 1.090, H38 1.090
33 N -1.15 2.83 -0.84  C32 1.486, O34 1.221, O35 1.224
34 O -0.05 3.09 -0.38  N33 1.221
35 O -2.21 2.93 -0.26  N33 1.224
36 H -0.18 2.28 -2.63  C32 1.089
37 H -1.64 1.33 -2.22  C32 1.090
38 H -1.80 3.02 -2.82  C32 1.090
39 C 2.92 -3.55 -3.10  N40 1.486, H43 1.089, H44 1.088, H45 1.090
40 N 2.84 -2.09 -3.37  C39 1.486, O41 1.224, O42 1.219
41 O 3.09 -1.71 -4.51  N40 1.224
42 O 2.52 -1.38 -2.44  N40 1.219
43 H 3.21 -4.06 -4.02  C39 1.089
44 H 3.66 -3.70 -2.33  C39 1.088
45 H 1.93 -3.88 -2.77  C39 1.090
46 C -1.50 4.77 1.81  N47 1.487, H50 1.088, H51 1.088, H52 1.090
47 N -1.44 5.28 3.20  C46 1.487, O48 1.223, O49 1.220
48 O -0.34 5.54 3.66  N47 1.223
49 O -2.50 5.39 3.79  N47 1.220
50 H -0.48 4.72 1.41  C46 1.088
51 H -1.94 3.78 1.83  C46 1.088
52 H -2.10 5.47 1.23  C46 1.090
53 C 6.71 -2.99 -4.71  N54 1.487, H57 1.089, H58 1.090, H59 1.090
54 N 6.85 -4.01 -3.64  C53 1.487, O55 1.219, O56 1.222
55 O 7.88 -4.67 -3.63  N54 1.219
56 O 5.93 -4.10 -2.84  N54 1.222
57 H 7.59 -3.01 -5.34  C53 1.089
58 H 5.82 -3.24 -5.28  C53 1.090
59 H 6.60 -2.01 -4.22  C53 1.090
60 C -9.03 1.61 -0.23  N61 1.486, H64 1.089, H65 1.089, H66 1.089
61 N -7.74 1.04 0.23  C60 1.486, O62 1.224, O63 1.218
62 O -7.27 0.12 -0.41  N61 1.224
63 O -7.24 1.55 1.22  N61 1.218
64 H -9.36 1.07 -1.11  C60 1.089
65 H -9.75 1.49 0.58  C60 1.089
66 H -8.86 2.66 -0.46  C60 1.089
67 C 3.03 3.63 2.24  N68 1.486, H71 1.089, H72 1.090, H73 1.089
68 N 2.98 3.54 0.76  C67 1.486, O69 1.222, O70 1.221
69 O 2.73 4.57 0.14  N68 1.222
70 O 3.19 2.44 0.26  N68 1.221
71 H 2.82 4.66 2.54  C67 1.089
72 H 2.27 2.95 2.63  C67 1.090
73 H 4.02 3.33 2.55  C67 1.089
74 C 2.37 8.03 1.02  N75 1.486, H78 1.089, H79 1.090, H80 1.090
75 N 3.78 8.39 1.30  C74 1.486, O76 1.221, O77 1.221
76 O 4.06 9.58 1.32  N75 1.221
77 O 4.56 7.47 1.48  N75 1.221
78 H 1.79 8.95 0.88  C74 1.089
79 H 2.35 7.43 0.11  C74 1.090
80 H 1.99 7.47 1.87  C74 1.090

Output
Charge = 0
Maximum force = 5.72 eV Å⁻¹

---

Entry 3:
ORCA calculation (ωB97M-V/def2-TZVPD) on one molecule with the formula C10H20N6OS2 in a non-equilibrium geometry.

Last columns: bonded neighbours and bond lengths (Å).
Cartesian coordinates (Å):
1 S 3.34 -3.39 0.77  C6 1.648
2 S 1.65 3.86 -1.04  C7 1.663
3 N 1.63 -0.75 0.89  C8 1.325, N10 1.357
4 N 1.00 2.69 1.74  C9 1.314, N11 1.372
5 O -1.32 -0.42 0.17  C18 1.432, C19 1.454
6 C 1.72 -3.16 0.53  S1 1.648, N10 1.405, N12 1.377
7 C 2.04 4.51 0.43  S2 1.663, N11 1.386, N13 1.403
8 C 0.88 0.31 1.16  N3 1.325, C9 1.462, C19 1.555
9 C 1.51 1.63 1.16  N4 1.314, C8 1.462, H20 1.089
10 N 1.03 -1.96 0.74  N3 1.357, C6 1.405, H21 1.010
11 N 1.62 3.91 1.61  N4 1.372, C7 1.386, H22 1.027
12 N 1.06 -4.34 0.27  C6 1.377, C14 1.490, H23 0.987
13 N 2.83 5.67 0.44  C7 1.403, C15 1.487, H24 1.012
14 C -0.36 -4.47 -0.16  N12 1.490, H25 1.102, H26 1.123, H27 1.078
15 C 3.38 6.32 1.67  N13 1.487, H28 1.100, H29 1.105, H30 1.107
16 C -2.05 -0.27 -2.12  C18 1.509, H31 1.111, H32 1.104, H33 1.064
17 C -1.08 -0.58 2.59  C19 1.541, H34 1.073, H35 1.092, H36 1.109
18 C -1.38 0.44 -0.97  O5 1.432, C16 1.509, H37 1.104, H38 1.081
19 C -0.66 0.19 1.32  O5 1.454, C8 1.555, C17 1.541, H39 1.093
20 H 2.43 1.65 0.57  C9 1.089
21 H 0.02 -2.00 0.65  N10 1.010
22 H 1.56 4.54 2.42  N11 1.027
23 H 1.64 -5.14 0.19  N12 0.987
24 H 3.15 5.95 -0.48  N13 1.012
25 H -0.45 -5.49 -0.57  C14 1.102
26 H -1.05 -4.38 0.72  C14 1.123
27 H -0.66 -3.78 -0.93  C14 1.078
28 H 3.94 5.58 2.27  C15 1.100
29 H 4.04 7.16 1.37  C15 1.105
30 H 2.62 6.76 2.35  C15 1.107
31 H -1.53 -1.22 -2.37  C16 1.111
32 H -2.07 0.38 -3.01  C16 1.104
33 H -3.04 -0.52 -1.82  C16 1.064
34 H -0.48 -0.26 3.42  C17 1.073
35 H -2.12 -0.33 2.80  C17 1.092
36 H -0.93 -1.66 2.39  C17 1.109
37 H -0.35 0.66 -1.31  C18 1.104
38 H -1.91 1.35 -0.72  C18 1.081
39 H -1.05 1.20 1.48  C19 1.093

Output
Charge = 0
Maximum force = 3.88 eV Å⁻¹
Energy relative to the best compared isomer or geometry (same formula, charge and spin) = 9.9 kJ/mol

---

| no. | HOMO level (eV) | frontier orbital gap (eV) |
| --- | --- | --- |
| 1 | -8.302 | 9.240 |
| 2 | -7.756 | 7.273 |
| 3 | -7.938 | 7.632 |